9 unconnected molecules or ions with the total composition C4H28N3O8 at a distorted geometry. Source: OMol25; level of theory: ωB97M-V with the def2-TZVPD basis set.

Element x y z (Å)
C: 0.866 -0.620 2.081
C: 1.163 -1.973 1.400
C: -0.089 -2.757 1.090
N: -0.987 -0.409 -1.490
C: -0.416 -1.391 -0.924
N: -0.986 -2.090 0.135
N: 0.731 0.564 1.175
H: 1.509 -0.391 2.916
H: -0.107 -0.776 2.559
H: 1.724 -1.767 0.483
H: 1.840 -2.614 1.986
H: 0.120 -3.783 0.742
H: -0.667 -2.834 2.059
H: -1.885 -0.077 -1.176
H: 0.626 -1.574 -1.260
H: -1.894 -1.841 0.481
H: -0.204 0.952 1.299
H: 1.628 1.119 1.178
H: 0.647 0.287 0.188
H: -3.880 -2.179 -0.480
H: -4.119 -1.049 -1.516
O: -3.795 -1.226 -0.628
H: -0.039 3.485 0.440
H: -0.952 2.446 -0.179
O: -0.017 2.630 -0.013
H: 1.706 -0.101 -2.927
H: 2.736 -0.900 -3.805
O: 2.267 -0.913 -2.968
H: -0.211 0.925 -2.502
H: 0.557 1.455 -3.865
O: 0.630 1.214 -2.931
H: 2.788 -0.235 -1.247
H: 3.912 -0.758 -0.363
O: 3.251 -0.057 -0.405
H: -2.155 1.395 1.880
H: -1.893 2.517 2.828
O: -1.424 1.786 2.405
H: -3.813 0.646 0.300
H: -3.909 2.153 0.689
O: -3.302 1.463 0.400
H: 3.157 1.858 -0.173
H: 2.210 2.943 -0.288
O: 2.677 2.478 0.422

Calculated values
charge = +1
lowest unoccupied orbital energy = -2.637 eV
HOMO energy = -12.48 eV
energy relative to the best compared isomer or geometry (same formula, charge and spin) = 1.7170 eV
energy = -935.17822 Ha

In elementary charge units, the Mulliken charges are: C -0.6615; C -0.3561; C -0.9323; N -0.5537; C -0.6248; N -0.0264; N 0.3092; H 0.5038; H 0.3233; H 0.1461; H 0.4128; H 0.3299; H 0.3873; H 0.1375; H 0.7802; H 0.3010; H 0.1717; H 0.5107; H -0.0723; H 0.2963; H 0.3130; O -0.6258; H 0.2724; H 0.2099; O -0.4855; H 0.3849; H 0.3014; O -0.6733; H 0.4284; H 0.2692; O -0.6982; H 0.4109; H 0.2945; O -0.7353; H 0.3443; H 0.2991; O -0.6544; H 0.3129; H 0.2972; O -0.6109; H 0.3472; H 0.3262; O -0.7107

---

A molecular structure, C33H66F6N4O11PV at a distorted geometry. Source: OMol25; level of theory: ωB97M-V with the def2-TZVPD basis set.

Element x y z (Å)
V: 0.281 0.664 0.329
P: -5.076 -0.567 0.120
F: -5.158 -1.932 1.008
F: -5.330 -1.492 -1.174
F: -6.708 -0.314 0.251
F: -4.858 0.816 -0.759
F: -4.712 0.206 1.445
F: -3.503 -0.837 -0.148
C: 3.505 3.327 1.386
C: 4.353 4.001 0.608
C: 4.289 3.935 -0.976
O: 5.144 4.669 -1.669
C: 3.478 3.084 -1.653
C: 2.537 2.296 -0.842
C: 2.544 2.412 0.771
O: 1.674 1.756 1.335
O: 1.617 1.564 -1.260
O: 5.321 4.575 1.257
H: 3.552 3.348 2.465
H: 3.405 3.039 -2.729
C: -1.538 3.134 -4.964
C: -0.410 2.299 -5.602
C: 0.761 2.215 -4.533
C: 1.781 1.107 -4.880
C: 1.124 -0.230 -5.138
C: -0.020 -0.173 -6.187
N: -0.927 0.950 -5.899
O: -2.015 0.970 -6.649
C: 0.500 -0.182 -7.631
C: -0.710 -1.525 -5.908
C: 0.084 3.035 -6.840
H: -2.468 3.175 -5.531
H: -1.282 4.189 -4.872
H: -1.842 2.852 -3.956
H: 1.306 3.157 -4.591
H: 0.291 2.166 -3.550
H: 2.513 1.070 -4.073
H: 2.322 1.501 -5.740
H: 0.743 -0.599 -4.186
H: 1.949 -0.882 -5.424
H: 0.926 -1.143 -7.919
H: -0.293 -0.126 -8.376
H: 1.240 0.578 -7.883
H: -1.612 -1.615 -6.513
H: -0.054 -2.343 -6.207
H: -0.995 -1.722 -4.874
H: -0.584 2.861 -7.684
H: 1.031 2.583 -7.136
H: 0.272 4.097 -6.686
H: -2.723 0.698 -6.061
C: -1.711 -0.135 -2.437
O: -0.667 -0.472 -1.419
C: -0.060 -1.805 -1.684
C: 1.361 -1.740 -1.235
N: 1.391 -1.240 0.162
C: 2.819 -1.242 0.538
C: 3.268 -2.632 1.120
O: 3.227 -3.658 0.070
C: 4.054 -4.721 0.478
H: -2.584 -0.784 -2.510
H: -1.318 0.054 -3.436
H: -2.031 0.845 -2.082
H: -0.116 -2.042 -2.747
H: -0.630 -2.507 -1.075
H: 1.965 -1.072 -1.850
H: 1.733 -2.758 -1.355
H: 0.878 -1.916 0.711
H: 2.949 -0.489 1.316
H: 3.405 -0.789 -0.262
H: 2.699 -2.960 1.990
H: 4.226 -2.570 1.635
H: 4.352 -5.173 -0.469
H: 3.394 -5.435 0.970
H: 4.975 -4.540 1.032
C: -3.869 -0.538 9.419
O: -2.539 -0.958 9.065
C: -2.270 -0.851 7.657
C: -0.869 -1.297 7.350
N: -0.535 -1.166 5.943
C: 0.900 -1.352 5.876
C: 1.478 -1.195 4.450
O: 1.588 0.087 3.872
C: 2.341 1.021 4.627
H: -3.976 -0.310 10.480
H: -4.597 -1.302 9.145
H: -4.203 0.400 8.975
H: -2.466 0.178 7.355
H: -2.790 -1.612 7.075
H: -0.712 -2.323 7.684
H: -0.264 -0.633 7.968
H: -0.848 -0.258 5.629
H: 0.965 -2.367 6.268
H: 1.350 -0.641 6.569
H: 1.061 -1.938 3.771
H: 2.479 -1.619 4.529
H: 2.355 2.007 4.163
H: 3.367 0.703 4.811
H: 1.882 1.319 5.570
C: -0.284 -4.205 1.563
O: -0.211 -2.765 1.714
C: -1.471 -2.358 2.247
C: -1.580 -0.908 2.556
N: -1.466 -0.054 1.404
C: -1.927 1.292 1.822
C: -2.025 2.368 0.740
O: -0.803 2.456 -0.074
C: -0.868 3.531 -0.983
H: 0.673 -4.481 1.120
H: -1.027 -4.553 0.845
H: -0.497 -4.679 2.521
H: -1.835 -2.886 3.129
H: -2.279 -2.666 1.584
H: -0.849 -0.635 3.317
H: -2.538 -0.961 3.072
H: -2.265 -0.504 0.980
H: -1.203 1.625 2.565
H: -2.932 1.144 2.217
H: -2.264 3.279 1.287
H: -2.887 2.261 0.082
H: -0.964 4.474 -0.445
H: -1.690 3.454 -1.696
H: 0.060 3.550 -1.553

Calculated values
charge = -1
lowest unoccupied orbital energy (spin up / spin down) = 1.824 / 1.823 eV
2S+1 = 4
HOMO energy (spin up / spin down) = -4.31 / -4.35 eV
energy = -4228.30976 Ha

Atom charges from the Mulliken analysis, given in e for atoms 1 to 99: V 0.7735; P 1.2837; F -0.4023; F -0.4026; F -0.3429; F -0.3821; F -0.3043; F -0.6754; C -1.1274; C 0.3434; C 0.3663; O -0.7576; C -1.2381; C -0.0681; C 0.4171; O 0.0435; O 0.5002; O -0.7396; H 0.3153; H 0.3412; C -1.8409; C 1.5400; C -0.2235; C -1.1132; C 0.1038; C 1.4347; N 1.2029; O -0.6478; C -1.9649; C -1.7795; C -1.8380; H 0.4889; H 0.3795; H 0.1664; H 0.7160; H -0.9985; H 0.4489; H 0.5403; H -0.9054; H 0.5878; H 0.4710; H 0.4211; H 0.2755; H 0.5334; H 0.3721; H 0.1658; H 0.3493; H 0.3343; H 0.4357; H 0.3352; C -0.3094; O 0.6123; C -0.6164; C -1.0520; N 2.1222; C -0.8335; C -0.7849; O -0.2732; C -0.8845; H 0.4495; H -0.4612; H -0.0675; H 0.5010; H 0.2056; H 0.3664; H 0.5453; H -0.6761; H 0.0636; H 0.5214; H 0.2224; H 0.6289; H 0.2832; H 0.2932; H 0.3172; C -0.7502; O -0.3197; C -0.5420; C -0.6870; N -0.0094; C -0.8205; C -0.4072; O 0.1102; C -0.9453; H 0.2686; H 0.2975; H 0.3011; H 0.3603; H 0.3212; H 0.3222; H 0.3940; H 0.1106; H 0.4552; H 0.4477; H -0.4043; H 0.5506; H 0.0915; H 0.3776; H 0.3214; C -1.1200

---

A single C5H8O molecule at a distorted geometry. Source: OMol25; level of theory: ωB97M-V with the def2-TZVPD basis set.

Element x y z (Å)
C: -0.084 0.653 -1.594
C: 0.708 0.350 -0.359
C: 0.299 0.837 0.937
C: 0.389 -0.889 0.435
C: -0.924 -1.322 0.852
O: -1.768 -0.557 1.290
H: -1.153 0.501 -1.411
H: 0.083 1.685 -1.907
H: 0.230 -0.024 -2.392
H: 1.786 0.392 -0.459
H: -0.662 1.373 0.990
H: 0.938 1.002 1.787
H: 1.181 -1.667 0.404
H: -1.141 -2.406 0.846

Calculated values
lowest unoccupied orbital energy = 0.749 eV
SMILES string = C[C@H]1C[C@H]1C=O
HOMO energy = -8.95 eV
energy relative to the best compared isomer or geometry (same formula, charge and spin) = 2.7485 eV
energy = -270.45689 Ha

In elementary charge units, the Mulliken charges are: C -1.3257; C 0.4785; C -0.7834; C -0.4513; C 0.0021; O -0.5313; H 0.3174; H 0.3393; H 0.3239; H 0.3863; H 0.2286; H 0.3011; H 0.3550; H 0.3596

---

A single C11H12Br2Si molecule at a distorted geometry. Source: OMol25; level of theory: ωB97M-V with the def2-TZVPD basis set.

Element x y z (Å)
C: 0.429 3.117 -0.882
C: 1.264 2.981 -2.162
Si: 2.701 1.672 -1.861
Br: 3.929 1.453 -3.709
Br: 4.099 2.486 -0.191
C: 2.051 0.002 -1.421
C: 1.584 -1.063 -1.045
C: 1.265 -2.322 -0.461
C: 0.155 -2.170 0.596
C: 0.340 -1.917 1.948
C: -0.800 -1.740 2.789
C: -2.054 -1.963 2.236
C: -2.186 -2.038 0.828
C: -1.111 -2.237 0.046
H: -0.120 2.274 -0.817
H: 1.125 3.436 -0.074
H: -0.179 3.903 -1.085
H: 1.810 4.076 -2.253
H: 0.702 2.667 -3.087
H: 1.081 -3.086 -1.294
H: 2.111 -2.932 -0.009
H: 1.349 -1.845 2.186
H: -0.502 -1.656 3.770
H: -2.911 -1.896 2.890
H: -3.274 -2.150 0.390
H: -1.389 -2.387 -0.930

Calculated values
lowest unoccupied orbital energy = 0.508 eV
SMILES string = CC[Si](Br)(Br)C#CCc1ccccc1
HOMO energy = -9.46 eV
energy relative to the best compared isomer or geometry (same formula, charge and spin) = 0.0000 eV
energy = -5863.87388 Ha

In elementary charge units, the Mulliken charges are: C -1.3188; C -0.4640; Si 0.5789; Br -0.2709; Br -0.3047; C -0.7092; C 0.8362; C -1.0323; C 0.5565; C -0.2621; C -0.6389; C -0.4602; C -0.3957; C -0.4709; H 0.4221; H 0.3212; H 0.4058; H 0.2244; H 0.3666; H 0.3157; H 0.3983; H 0.4636; H 0.4211; H 0.3683; H 0.2296; H 0.4194

---

2 unconnected molecules or ions with the total composition C3H3NO2 at a distorted geometry. Source: OMol25; level of theory: ωB97M-V with the def2-TZVPD basis set.

Element x y z (Å)
C: 0.660 0.669 -0.607
C: 1.563 -0.158 -0.199
O: 2.313 -0.957 0.186
H: 0.304 0.646 -1.620
H: 0.412 1.537 -0.028
N: -1.390 -0.356 1.269
C: -1.416 -0.434 0.075
O: -1.797 -0.546 -1.013
H: -0.650 -0.400 1.936

Calculated values
lowest unoccupied orbital energy = 0.606 eV
SMILES string = C=C=O.N=C=O
HOMO energy = -9.67 eV
energy relative to the best compared isomer or geometry (same formula, charge and spin) = 1.9090 eV
energy = -321.30749 Ha

In elementary charge units, the Mulliken charges are: C -1.3436; C 0.9792; O -0.3626; H 0.3150; H 0.3588; N -0.4834; C 0.6758; O -0.4268; H 0.2876

---

A molecular structure, C31H37IrN4O3 at a distorted geometry. Source: OMol25; level of theory: ωB97M-V with the def2-TZVPD basis set.

Element x y z (Å)
Ir: 0.402 0.771 0.822
C: 4.060 2.104 1.209
C: 3.931 1.956 -0.307
C: 2.796 2.792 -0.897
C: 3.921 0.515 -0.772
C: 4.955 0.092 -1.572
C: 5.038 -1.229 -2.064
C: 4.069 -2.169 -1.750
C: 3.044 -1.849 -0.889
C: 1.974 -2.882 -0.628
C: 1.238 -3.201 -1.940
C: 2.549 -4.167 -0.023
C: 3.004 -0.498 -0.342
N: 2.099 -0.255 0.696
C: 2.259 -1.201 1.766
O: 3.271 -1.808 1.954
C: 1.032 -1.361 2.628
C: 0.900 -2.151 3.760
C: -0.330 -2.152 4.412
C: -1.394 -1.374 3.948
C: -1.185 -0.621 2.808
N: -0.008 -0.659 2.195
C: -2.135 0.317 2.138
O: -3.124 0.785 2.604
N: -1.664 0.739 0.794
C: -2.657 1.023 -0.094
C: -2.455 1.960 -1.163
C: -3.598 2.449 -1.873
C: -4.869 1.963 -1.658
C: -5.021 0.911 -0.777
C: -3.925 0.345 -0.047
C: -4.150 -1.020 0.520
C: -5.293 -1.080 1.543
C: -4.447 -1.964 -0.673
C: -1.118 2.495 -1.541
C: -0.994 3.940 -1.005
C: -0.840 2.429 -3.047
H: 4.251 3.146 1.463
H: 4.886 1.510 1.600
H: 3.148 1.791 1.722
H: 4.838 2.371 -0.752
H: 1.827 2.550 -0.450
H: 2.714 2.666 -1.977
H: 2.981 3.847 -0.694
H: 5.734 0.790 -1.847
H: 5.856 -1.494 -2.722
H: 4.130 -3.156 -2.186
H: 1.224 -2.461 0.053
H: 1.896 -3.700 -2.649
H: 0.848 -2.304 -2.423
H: 0.408 -3.878 -1.740
H: 3.193 -4.673 -0.742
H: 1.735 -4.850 0.215
H: 3.132 -3.981 0.876
H: 1.739 -2.732 4.119
H: -0.460 -2.746 5.307
H: -2.344 -1.343 4.466
H: -3.423 3.242 -2.589
H: -5.723 2.363 -2.187
H: -5.993 0.459 -0.631
H: -3.230 -1.386 0.982
H: -6.228 -0.700 1.135
H: -5.058 -0.530 2.453
H: -5.463 -2.127 1.792
H: -5.400 -1.735 -1.149
H: -4.520 -2.977 -0.277
H: -3.658 -1.943 -1.424
H: -0.397 1.854 -1.017
H: -1.631 4.620 -1.569
H: 0.038 4.263 -1.140
H: -1.260 4.021 0.048
H: -1.495 3.084 -3.620
H: -0.935 1.414 -3.431
H: 0.180 2.771 -3.218
O: 0.623 3.574 1.765
N: 0.503 2.436 1.707

Calculated values
charge = +3
lowest unoccupied orbital energy (spin up / spin down) = -9.631 / -12.616 eV
2S+1 = 6
HOMO energy (spin up / spin down) = -16.93 / -17.46 eV
energy relative to the best compared isomer or geometry (same formula, charge and spin) = 1.3924 eV
energy = -1751.35854 Ha

In elementary charge units, the Mulliken charges are: Ir 1.0774; C -1.3279; C 0.2829; C -1.1434; C 0.7906; C -1.1217; C -1.4368; C -0.6750; C 0.6842; C 0.9350; C -1.5363; C -1.5792; C 0.6109; N 0.2417; C -0.1949; O -0.4679; C 0.4805; C -0.6254; C -0.6016; C -0.7579; C 0.8229; N 0.1415; C -0.2437; O -0.4431; N -0.1766; C 0.9861; C -0.0797; C -0.4036; C -1.6927; C -0.2692; C 0.3647; C 0.5861; C -1.3934; C -1.3970; C 2.6729; C -1.4417; C -1.5253; H 0.4280; H 0.4053; H 0.1022; H 0.6685; H -0.0812; H 0.4667; H 0.5175; H 0.5074; H 0.4399; H 0.5127; H -0.1292; H 0.3719; H 0.3453; H 0.4710; H 0.3915; H 0.4666; H 0.3622; H 0.6288; H 0.5007; H 0.6038; H 0.4700; H 0.4756; H 0.4958; H 0.0768; H 0.3660; H 0.3116; H 0.4627; H 0.4143; H 0.4560; H 0.3591; H -1.1520; H 0.4488; H 0.3916; H 0.4036; H 0.3861; H 0.4209; H 0.4146; O -0.2362; N -0.0885